Molecular formula: C5H6O3
Method: DFT, wB97M-V/def2-TZVPD

ORCA input file:
```
! RIJCOSX wB97M-V def2-TZVPD def2/J DEFGRID3
* xyz 0 1
C 0.16500 -1.15910 -0.71910
C -0.00105 1.07841 -1.85070
C 0.10126 -0.25538 1.96652
C 0.10562 0.19331 -0.63980
O -0.61391 -1.38141 1.85721
C 0.01872 0.79538 0.70070
O 0.51524 0.07506 3.06400
O 0.02312 1.98924 0.93977
H -0.61409 -1.78482 2.74842
H -0.34736 -1.66864 -1.53011
H 0.66924 -1.80535 -0.01168
H -0.05603 2.13940 -1.59073
H -0.86644 0.82022 -2.46729
H 0.90070 0.96366 -2.46721
*
```

Löwdin atomic charge list, values in e, 5 entries:
1. C 0.11
2. C -0.04
3. C -0.41
4. C -0.28
5. O 0.08

Molecular formula: C5H6O4
Method: DFT, wB97M-V/def2-TZVPD

ORCA input file:
```
! RIJCOSX wB97M-V def2-TZVPD def2/J DEFGRID3
* xyz 0 1
C 0.23284 1.85930 -0.64120
C -0.93424 -1.02626 1.58406
C 1.82591 -1.66915 -1.58957
C -0.66702 1.19151 0.34711
C -0.62182 -0.39304 0.26481
O 2.13023 -0.56003 -1.69422
O 1.62007 -2.79313 -1.69983
O -1.41148 1.74911 1.10832
O -0.55450 -0.94154 -0.80631
H 0.17029 1.34632 -1.59860
H -0.02765 2.90906 -0.74731
H 1.25602 1.81047 -0.26968
H -1.84014 -0.57434 1.98550
H -0.12657 -0.80702 2.28109
H -1.05193 -2.10127 1.47582
*
```

Löwdin atomic charge list, values in e, 5 entries:
1. C -0.01
2. C 0.00
3. C -0.45
4. C -0.36
5. C -0.35

Molecular formula: C5H6OS
Method: DFT, wB97M-V/def2-TZVPD

ORCA input file:
```
! RIJCOSX wB97M-V def2-TZVPD def2/J DEFGRID3
* xyz 0 1
C 0.56844 1.13810 -0.46841
C 1.84379 1.06379 0.02049
C 1.02065 -0.90420 0.50059
C 0.03123 -0.18860 -0.19390
C -1.36202 -0.59148 -0.56770
O 2.12033 -0.13696 0.55975
S -2.58889 0.21342 0.47318
H 0.13544 1.97403 -0.89574
H 2.69863 1.69461 0.09684
H 1.20462 -1.86392 0.84144
H -1.63673 -0.38506 -1.54937
H -1.69280 -1.99173 -0.53792
H -2.34269 -0.02200 1.72074
*
```

Löwdin atomic charge list, values in e, 5 entries:
1. C -0.01
2. C -0.12
3. C -0.06
4. C -0.31
5. C -0.54

Molecular formula: C5H6OS2
Method: DFT, wB97M-V/def2-TZVPD

ORCA input file:
```
! RIJCOSX wB97M-V def2-TZVPD def2/J DEFGRID3
* xyz 0 1
C -1.70602 -0.75885 1.21589
C -1.74171 0.00485 0.08214
C -0.93774 -0.36384 -1.16003
C 1.48768 0.61753 -0.29382
C 2.81456 0.16353 0.26201
H -2.50312 -0.72393 2.12042
H -0.82956 -1.53366 1.34949
H -2.53959 1.21980 0.05942
H -1.46131 -0.93226 -1.95585
H -0.64963 0.75150 -1.44654
H 3.41031 1.29219 0.21474
O 3.21185 -1.08507 0.52972
S 0.81958 -0.83495 -0.90281
S 0.62471 2.18316 -0.07479
*
```

Löwdin atomic charge list, values in e, 5 entries:
1. C -0.07
2. C -0.33
3. C -0.51
4. C -0.97
5. C -0.29

Energy relative to the best compared isomer or geometry (same formula, charge and spin) across the listed records, respectively: 123.9; 0.0; 209.4; 561.3 kJ/mol.
Calculated total energy across the listed records, respectively: -11423.128; -13472.486; -18162.468; -28994.138 eV.